(1)
{"formula": "C21H36P2SSn", "method": "ωB97M-V/def2-TZVPD", "relative_energy_kj_mol": 0.0, "total_charge": 0, "e_homo_ev": -5.02, "molar_mass_g_mol": 501.2, "orbital_gap_ev": 5.4, "lumo_energy_ev": 0.41, "symbols": ["P", "P", "C", "C", "H", "H", "H", "H", "C", "H", "H", "H", "C", "H", "H", "H", "C", "H", "H", "H", "C", "H", "H", "H", "Sn", "C", "C", "C", "C", "C", "C", "C", "C", "C", "H", "H", "H", "H", "H", "H", "H", "H", "H", "H", "H", "H", "H", "H", "H", "S", "C", "C", "C", "C", "C", "C", "H", "H", "H", "H", "H"], "coordinates": [[1.2266, 0.4166, -1.3952], [0.4333, 0.0772, 1.5792], [-0.3211, -0.5500, -1.0265], [-0.9188, -0.0779, 0.3088], [-0.0199, -1.6021, -0.9527], [-1.0472, -0.4711, -1.8442], [-1.3535, 0.9225, 0.1935], [-1.7169, -0.7465, 0.6529], [0.4987, -1.6014, 2.3290], [1.1335, -1.5614, 3.2189], [0.9582, -2.2955, 1.6199], [-0.4967, -1.9655, 2.6067], [-0.3568, 1.0592, 2.9138], [-1.3365, 0.6581, 3.1952], [-0.4660, 2.0941, 2.5783], [0.3018, 1.0533, 3.7871], [2.0196, -0.5584, -2.7331], [2.8587, -0.0231, -3.1906], [1.2720, -0.7905, -3.4965], [2.3781, -1.5017, -2.3114], [0.5976, 1.8817, -2.3129], [0.1029, 2.5608, -1.6131], [-0.1025, 1.5986, -3.1069], [1.4490, 2.4116, -2.7496], [2.3168, 0.8161, 0.5536], [-4.8279, -1.4141, -0.0826], [-4.1492, -2.5442, 0.1482], [-3.9836, -3.7712, -0.7095], [-4.3159, -3.6364, -2.2120], [-3.4754, -2.5962, -2.9128], [-3.6708, -1.2746, -2.9926], [-4.7751, -0.4195, -2.4284], [-5.6353, -1.0266, -1.2982], [4.0959, 1.4643, -0.3945], [-4.7752, -0.6501, 0.6933], [-3.6246, -2.6067, 1.1026], [-4.5874, -4.5888, -0.2851], [-2.9400, -4.1026, -0.6144], [-4.1246, -4.6094, -2.6796], [-5.3823, -3.4441, -2.3438], [-2.5752, -2.9827, -3.3910], [-2.9231, -0.7081, -3.5491], [-5.4389, -0.1047, -3.2489], [-4.3172, 0.5073, -2.0549], [-6.3687, -0.2681, -0.9998], [-6.2135, -1.8701, -1.6799], [4.4725, 2.3721, 0.0895], [3.9956, 1.6659, -1.4688], [4.8539, 0.6786, -0.2695], [2.1690, 2.9434, 1.7459], [3.8353, 2.8817, 2.4466], [4.6935, 3.9736, 2.2493], [6.0069, 3.9331, 2.7250], [6.4752, 2.8018, 3.3999], [5.6238, 1.7141, 3.6105], [4.3049, 1.7531, 3.1410], [4.3480, 4.8467, 1.7131], [6.6693, 4.7748, 2.5603], [7.4973, 2.7684, 3.7564], [5.9898, 0.8369, 4.1286], [3.6624, 0.8975, 3.3011]], "atomic_forces_ev_per_a": [[-2.5, -1.1, -3.0], [-4.7, -0.4, 1.5], [0.3, 0.1, 0.1], [0.1, -0.3, 0.2], [0.0, 0.1, -0.1], [0.1, 0.1, 0.1], [0.1, -0.1, 0.1], [0.0, 0.0, -0.1], [0.2, 0.1, -0.1], [0.0, 0.0, -0.1], [0.0, 0.1, 0.1], [0.1, 0.2, 0.0], [-0.2, -0.1, 0.1], [0.1, -0.1, 0.0], [0.1, -0.2, 0.0], [-0.1, 0.1, -0.1], [-0.1, -0.1, 0.0], [-0.2, -0.1, 0.2], [0.1, 0.1, -0.1], [0.0, 0.2, 0.0], [0.1, 0.0, -0.1], [0.1, -0.1, -0.1], [0.2, 0.0, 0.1], [-0.1, 0.0, 0.0], [4.8, -0.2, 1.2], [0.2, -0.3, 0.1], [-0.2, 0.3, -0.1], [0.0, -0.1, -0.2], [0.0, 0.0, 0.2], [0.0, 0.4, 0.0], [0.1, -0.4, 0.0], [-0.1, 0.0, 0.1], [0.0, 0.0, -0.2], [1.5, 0.7, -0.7], [0.0, -0.1, -0.1], [-0.1, 0.0, -0.1], [0.1, 0.1, -0.1], [-0.1, 0.0, 0.0], [0.0, 0.1, 0.1], [0.2, -0.1, 0.0], [-0.1, 0.1, 0.0], [-0.1, -0.1, 0.0], [0.1, -0.1, 0.1], [-0.1, -0.1, 0.0], [0.1, -0.1, 0.0], [0.1, 0.2, 0.1], [0.0, -0.2, -0.3], [0.0, 0.0, 0.0], [-0.2, 0.2, -0.1], [0.7, 0.7, 1.1], [-0.2, 0.1, 0.1], [0.3, -0.4, 0.4], [-0.3, -0.5, 0.1], [-0.3, 0.1, -0.1], [-0.3, 0.5, -0.3], [0.6, 0.6, 0.0], [-0.1, 0.0, 0.0], [0.0, 0.0, 0.0], [0.0, 0.0, 0.0], [0.0, 0.0, 0.0], [-0.1, 0.0, 0.0]], "mulliken_charge": [0.61, 0.55, -0.73, -0.73, 0.31, 0.06, 0.32, 0.13, -1.47, 0.43, 0.37, 0.37, -1.28, 0.42, 0.39, 0.39, -1.33, 0.40, 0.41, 0.35, -1.38, 0.37, 0.40, 0.41, 1.13, -0.16, -0.45, -0.54, -0.96, -0.19, -0.51, -0.52, -0.96, -1.51, 0.34, 0.42, 0.35, 0.29, 0.39, 0.35, 0.33, 0.49, 0.35, 0.28, 0.39, 0.34, 0.37, 0.41, 0.33, -0.47, 0.06, -0.34, -0.48, -0.43, -0.74, 0.07, 0.37, 0.36, 0.36, 0.38, 0.31]}


(2)
{"formula": "C21H37Br2FN3", "method": "ωB97M-V/def2-TZVPD", "total_charge": 1, "e_homo_ev": -12.84, "molar_mass_g_mol": 510.4, "orbital_gap_ev": 8.4, "lumo_energy_ev": -4.43, "smiles": "CCCCCCCCCCCc1n[n+](C[C@@H](C)F)cc(N)c1[C@H](Br)[C@H](C)Br", "symbols": ["C", "C", "C", "C", "C", "C", "C", "C", "C", "C", "C", "C", "N", "N", "C", "C", "C", "F", "C", "C", "N", "C", "C", "Br", "C", "C", "Br", "H", "H", "H", "H", "H", "H", "H", "H", "H", "H", "H", "H", "H", "H", "H", "H", "H", "H", "H", "H", "H", "H", "H", "H", "H", "H", "H", "H", "H", "H", "H", "H", "H", "H", "H", "H", "H"], "coordinates": [[-4.4147, -0.1474, -0.9214], [-4.5963, -1.6593, -1.1572], [-3.2890, -2.3958, -1.4956], [-3.0441, -2.5416, -3.0119], [-1.5822, -2.3629, -3.4245], [-0.6026, -3.2418, -2.6457], [0.8626, -3.1043, -3.1164], [1.7217, -2.3548, -2.0886], [1.3697, -0.8590, -2.0272], [2.4977, 0.0153, -1.4618], [2.5998, -0.0941, 0.0609], [1.5582, 0.6828, 0.8355], [0.7356, 1.4103, 0.0985], [-0.2099, 2.0901, 0.7053], [-1.0943, 2.8362, -0.2151], [-1.6060, 4.1597, 0.3513], [-0.5079, 5.0949, 0.8485], [-2.2937, 4.7336, -0.7081], [-0.3942, 2.0784, 2.0106], [0.4655, 1.3634, 2.8575], [0.2632, 1.4302, 4.2281], [1.4855, 0.6469, 2.2532], [2.5132, -0.1783, 2.9892], [1.6789, -1.3130, 4.3378], [3.7616, 0.5912, 3.4535], [4.6637, -0.2152, 4.3807], [3.4233, 2.3484, 4.2085], [-4.9258, 0.4607, -1.6689], [-4.8110, 0.1504, 0.0531], [-3.3512, 0.1097, -0.9285], [-5.3207, -1.8179, -1.9605], [-5.0405, -2.1071, -0.2656], [-2.4502, -1.8414, -1.0573], [-3.3159, -3.3879, -1.0396], [-3.4073, -3.5177, -3.3487], [-3.6522, -1.7956, -3.5350], [-1.4718, -2.5926, -4.4896], [-1.3141, -1.3033, -3.3144], [-0.9371, -4.2803, -2.7390], [-0.6615, -3.0006, -1.5792], [0.8781, -2.5270, -4.0476], [1.3003, -4.0835, -3.3151], [1.5231, -2.8158, -1.1134], [2.7876, -2.4806, -2.3041], [1.1012, -0.5092, -3.0276], [0.4889, -0.7435, -1.3861], [2.3661, 1.0539, -1.7682], [3.4461, -0.3286, -1.8834], [2.4527, -1.1505, 0.3260], [3.5948, 0.1765, 0.4249], [-1.9167, 2.1831, -0.5093], [-0.4944, 3.0385, -1.1014], [-2.3504, 3.9783, 1.1328], [-0.6098, 5.2926, 1.9170], [0.4975, 4.7213, 0.6478], [-0.6357, 6.0554, 0.3480], [-1.2267, 2.6444, 2.4064], [-0.3546, 2.1878, 4.4895], [-0.0707, 0.5654, 4.6378], [2.9071, -0.9148, 2.2913], [4.3169, 0.8101, 2.5384], [4.5971, -1.2817, 4.1522], [5.6985, 0.0994, 4.2458], [4.3974, -0.0617, 5.4258]], "atomic_forces_ev_per_a": [[-0.1, 0.0, 0.1], [0.0, 0.0, 0.1], [-0.2, 0.0, -0.3], [0.0, 0.1, 0.1], [0.0, 0.0, 0.0], [0.0, -0.1, -0.2], [-0.1, 0.3, 0.3], [-0.2, 0.0, -0.1], [0.1, -0.1, 0.2], [0.0, -0.1, 0.0], [-0.2, -0.2, 0.0], [0.1, 0.1, 0.0], [0.1, 0.0, -0.1], [0.0, 0.0, 0.1], [0.0, 0.1, -0.2], [0.0, -0.1, 0.2], [-0.2, 0.1, 0.1], [0.1, -0.1, 0.0], [0.1, 0.1, 0.0], [-0.2, 0.1, 0.2], [-0.6, 0.2, -0.2], [0.2, -0.4, -0.3], [0.0, 0.1, 0.0], [0.0, -0.1, 0.1], [0.2, -0.2, -0.1], [0.1, 0.0, 0.0], [0.0, 0.1, 0.0], [0.1, 0.0, 0.0], [0.0, 0.0, -0.1], [0.0, 0.1, -0.1], [0.0, -0.1, 0.1], [0.0, 0.0, 0.0], [-0.1, -0.1, 0.1], [0.2, 0.1, 0.0], [0.0, 0.0, 0.0], [0.1, 0.0, 0.0], [-0.1, 0.1, 0.0], [0.1, -0.1, 0.1], [0.1, 0.0, 0.0], [0.0, -0.1, 0.0], [0.1, -0.2, -0.1], [0.0, 0.0, 0.0], [0.3, 0.0, 0.0], [-0.1, 0.0, -0.1], [0.0, 0.0, 0.1], [-0.1, 0.1, -0.2], [0.0, 0.0, 0.1], [0.0, 0.1, 0.0], [0.1, 0.1, 0.0], [-0.1, 0.1, 0.0], [0.0, 0.0, 0.1], [0.0, 0.0, 0.1], [0.0, 0.1, -0.1], [0.1, -0.1, 0.0], [0.0, 0.1, -0.1], [0.1, -0.1, 0.0], [0.0, 0.0, -0.1], [0.0, 0.0, 0.0], [0.5, -0.1, 0.1], [-0.1, 0.0, 0.1], [-0.1, 0.1, 0.0], [0.0, 0.1, 0.0], [-0.1, 0.0, 0.1], [-0.1, -0.1, -0.1]], "mulliken_charge": [-0.55, -0.83, -0.25, -0.81, -0.74, -0.44, -1.06, -0.91, 0.12, -1.41, -0.98, 0.70, -0.81, 0.78, -0.52, 0.43, -1.17, -0.35, -0.36, 0.88, -0.35, -0.07, -1.04, -0.06, 0.26, -1.44, -0.09, 0.35, 0.33, -0.20, 0.37, 0.37, 0.07, 0.32, 0.34, 0.45, 0.41, 0.17, 0.57, 0.24, 0.47, 0.32, 0.35, 0.44, 0.57, -0.30, 0.42, 0.54, 0.47, 0.40, -0.05, 0.42, 0.32, 0.30, 0.31, 0.43, 0.43, 0.24, 0.19, 0.45, 0.36, 0.41, 0.41, 0.40]}